The following is a quantum chemistry calculation of a structure of composition C17H22HgN2P2SSbSe4, from the Open Molecules 2025 dataset.

Properties
- Largest force on an atom: 0.013 hartree/bohr
- ⟨S²⟩: 0.769
- Highest occupied orbital energy (alpha / beta): -1.32 / -1.32 eV
- LUMO (alpha / beta): 4.22 / 2.92 eV
- Energy above the lowest of the compared OMol25 structures with the same formula, charge and spin: 2.246 eV
- HOMO-LUMO gap (alpha / beta): 0.2038 / 0.1557 Eh
- DFT total energy: -322478.399 eV

Structure (ORCA input):
```
! wB97M-V def2-TZVPD RIJCOSX def2/J DEFGRID3
* xyz -2 2
Hg -0.05 -2.02 -0.35
C 3.99 -0.46 1.03
P 2.46 -0.28 0.01
C 3.01 1.15 -1.02
C 1.25 0.45 1.23
C 1.74 1.57 2.09
C 0.92 2.23 2.94
C -0.47 2.05 3.20
C -1.41 1.27 2.50
C -1.31 0.69 1.25
P -2.36 -0.64 0.67
C -3.49 0.11 -0.57
C -3.55 -0.96 2.03
H 3.81 -1.10 1.89
H 4.39 0.50 1.37
H 4.74 -0.96 0.41
H 2.97 2.08 -0.46
H 2.39 1.25 -1.91
H 4.04 0.95 -1.33
H 2.77 1.90 1.98
H 1.39 3.00 3.55
H -0.85 2.56 4.08
H -2.36 1.14 3.01
H -4.08 0.91 -0.10
H -4.17 -0.65 -0.97
H -2.91 0.53 -1.39
H -4.08 -0.05 2.34
H -3.02 -1.37 2.89
H -4.27 -1.70 1.69
N 0.84 -0.76 1.98
C -0.07 0.88 0.41
N -0.14 0.10 -0.82
C -0.29 0.82 -1.96
C -0.47 0.30 -3.25
C -0.60 1.17 -4.33
C -0.54 2.54 -4.17
C -0.36 3.07 -2.88
C -0.24 2.23 -1.80
S 0.07 2.66 -0.13
H 1.63 -1.14 2.49
H 0.13 -0.51 2.66
H -0.51 -0.77 -3.38
H -0.74 0.75 -5.32
H -0.64 3.20 -5.02
H -0.30 4.14 -2.74
Se 2.49 -6.43 -0.86
Sb 0.14 -6.95 -0.96
Se -0.11 -4.44 0.22
Se -0.97 -6.86 -3.07
Se -0.81 -8.16 0.86
*
```